Record 1
{"formula": "C48H39F4N2O3P2Ti", "method": "the ωB97M-V functional and the def2-TZVPD basis", "homo_energy_ev": [-2.35, -2.35], "max_force_ev_per_a": 3.02, "mol_weight_g_mol": 877.66, "relative_energy_ev": 0.4633, "charge": -1, "elements": ["Ti", "C", "N", "C", "C", "C", "N", "C", "C", "F", "C", "F", "C", "C", "F", "C", "F", "H", "H", "H", "H", "H", "H", "H", "H", "H", "H", "H", "O", "C", "O", "C", "C", "C", "C", "C", "C", "P", "C", "C", "C", "C", "C", "C", "C", "C", "C", "C", "C", "C", "H", "H", "H", "H", "H", "H", "H", "H", "H", "H", "H", "H", "H", "H", "O", "C", "C", "C", "C", "C", "C", "C", "P", "C", "C", "C", "C", "C", "C", "C", "C", "C", "C", "C", "C", "H", "H", "H", "H", "H", "H", "H", "H", "H", "H", "H", "H", "H", "H"], "positions_angstrom": [[0.6691, -0.2191, -0.1437], [-1.7971, 3.3375, -0.8525], [-2.2071, 2.0316, -0.3590], [-3.6541, 1.9632, -0.3361], [-1.6259, 1.8106, 0.9591], [-1.8822, 0.4316, 1.5514], [-1.0587, -0.6416, 1.0024], [-1.4401, -1.8982, 1.3126], [-0.6280, -2.9688, 0.8739], [0.5210, -2.6269, 0.2421], [-0.9196, -4.2983, 1.0382], [-0.0653, -5.2139, 0.5498], [-2.0640, -4.7081, 1.7039], [-2.8623, -3.6932, 2.1917], [-3.9895, -4.0120, 2.8620], [-2.5821, -2.3486, 2.0229], [-3.4813, -1.4864, 2.5628], [-2.2145, 4.1541, -0.2354], [-2.1513, 3.4732, -1.8760], [-0.7151, 3.4237, -0.8413], [-4.0859, 2.6501, 0.4153], [-4.0022, 0.9525, -0.1240], [-4.0440, 2.2430, -1.3146], [-2.0355, 2.5492, 1.6795], [-0.5568, 2.0277, 0.8908], [-2.9421, 0.2059, 1.4130], [-1.7246, 0.5102, 2.6387], [-2.3086, -5.7481, 1.8423], [2.0691, 2.7202, -2.3666], [1.2765, 1.8011, -2.2766], [0.8092, 1.3568, -1.1525], [0.7464, 1.1725, -3.5680], [1.1887, 1.8014, -4.7344], [0.7881, 1.3697, -5.9841], [-0.0711, 0.2833, -6.0957], [-0.5133, -0.3508, -4.9513], [-0.1202, 0.0788, -3.6820], [-0.7379, -0.8757, -2.2433], [-0.5621, -2.5923, -2.8613], [-1.6108, -3.3437, -3.3828], [-1.3922, -4.6402, -3.8260], [-0.1224, -5.1913, -3.7556], [0.9275, -4.4442, -3.2383], [0.7147, -3.1526, -2.7837], [-2.5407, -0.6193, -2.2947], [-3.3248, -1.3892, -1.4327], [-4.6998, -1.2344, -1.4015], [-5.3123, -0.3032, -2.2312], [-4.5398, 0.4723, -3.0822], [-3.1596, 0.3205, -3.1106], [1.8632, 2.6368, -4.6179], [1.1513, 1.8736, -6.8707], [-0.3866, -0.0742, -7.0676], [-1.1678, -1.2092, -5.0389], [-2.6074, -2.9233, -3.4427], [-2.2177, -5.2177, -4.2227], [0.0475, -6.2053, -4.0953], [1.9180, -4.8741, -3.1667], [1.5272, -2.5886, -2.3362], [-2.8585, -2.1225, -0.7855], [-5.2898, -1.8385, -0.7245], [-6.3874, -0.1786, -2.2075], [-5.0082, 1.2087, -3.7230], [-2.5665, 0.9432, -3.7673], [2.2462, -1.0852, -0.9993], [2.4841, -0.6051, 0.2478], [3.5467, -0.8054, 1.1550], [4.7425, -1.5046, 0.9364], [5.6891, -1.5771, 1.9492], [5.4937, -0.9713, 3.1827], [4.3198, -0.2445, 3.3958], [3.3787, -0.1492, 2.3958], [1.8118, 0.7638, 2.3702], [1.5265, 1.0724, 4.1584], [2.2106, 2.0318, 4.9008], [1.9686, 2.1789, 6.2574], [1.0390, 1.3662, 6.8937], [0.3487, 0.4087, 6.1650], [0.5897, 0.2698, 4.8061], [2.3045, 2.4285, 1.7986], [1.5385, 3.5317, 2.1651], [1.8090, 4.7869, 1.6380], [2.8464, 4.9485, 0.7306], [3.6124, 3.8505, 0.3619], [3.3456, 2.5999, 0.8926], [4.9049, -1.9896, -0.0168], [6.6054, -2.1307, 1.7733], [6.2405, -1.0481, 3.9612], [4.1569, 0.2473, 4.3480], [2.9324, 2.6734, 4.4082], [2.5083, 2.9303, 6.8202], [0.8495, 1.4849, 7.9529], [-0.3809, -0.2268, 6.6511], [0.0470, -0.4755, 4.2346], [0.7242, 3.4160, 2.8741], [1.2009, 5.6335, 1.9311], [3.0495, 5.9220, 0.3036], [4.4050, 3.9595, -0.3663], [3.9214, 1.7378, 0.5745]], "forces_ev_per_angstrom": [[1.8330, -1.5146, 1.8544], [-0.0812, -0.0779, 0.0193], [0.1127, 0.1050, -0.0088], [-0.0438, 0.0208, 0.0737], [-0.0055, 0.0243, 0.0893], [-0.1150, 0.0940, 0.0676], [-0.5703, -0.2058, 0.0392], [0.0401, 0.1602, -0.0335], [0.0509, -0.1423, -0.0468], [-0.1940, -0.0492, 0.0345], [0.0291, 0.0528, 0.0044], [-0.0426, 0.0215, 0.0199], [0.0044, 0.0985, 0.0128], [0.0355, 0.0254, -0.0388], [0.0164, -0.0135, -0.0074], [-0.0575, -0.1279, 0.0328], [-0.0417, -0.1060, 0.0720], [-0.0004, 0.0065, 0.0048], [0.0045, -0.0020, -0.0237], [0.1567, -0.0448, -0.0157], [0.0065, 0.0127, 0.0258], [0.0393, 0.1395, 0.0024], [0.0410, 0.0414, 0.1125], [0.0128, -0.0281, -0.0428], [0.0550, -0.0439, 0.0171], [0.1524, 0.1153, 0.0549], [0.0343, 0.0321, -0.0847], [-0.0088, -0.0371, 0.0063], [-0.1346, -0.0610, -0.0175], [0.0494, 0.0938, 0.2326], [-0.1769, 1.5078, -0.9053], [0.0831, 0.0521, -0.0518], [-0.0648, -0.0785, -0.0305], [-0.0202, -0.0269, 0.0051], [0.0306, 0.0561, -0.0360], [0.0364, 0.0217, -0.0289], [0.0001, 0.0076, 0.0770], [0.2701, -0.1421, -0.2749], [-0.0482, 0.0492, 0.0404], [-0.0398, 0.0011, -0.0205], [0.0046, -0.0185, -0.0029], [0.0333, -0.0139, -0.0181], [-0.0045, -0.0268, 0.0052], [-0.0308, -0.0163, 0.0285], [-0.0233, 0.0227, 0.0470], [0.0364, 0.0076, -0.0289], [-0.0482, -0.0282, -0.0745], [-0.0391, -0.0482, -0.0849], [-0.0349, -0.1210, -0.0512], [-0.0306, -0.0647, -0.0188], [0.0155, 0.0169, 0.0017], [-0.0008, 0.0054, -0.0227], [-0.0040, 0.0037, -0.0225], [-0.0105, -0.0070, -0.0025], [0.0197, -0.0010, 0.0014], [-0.0083, -0.0154, -0.0093], [0.0079, -0.0137, -0.0050], [0.0173, -0.0212, -0.0032], [-0.0244, 0.0340, -0.0079], [0.0207, -0.0053, 0.0012], [-0.0230, -0.0124, 0.0152], [-0.0153, 0.0046, 0.0015], [-0.0202, 0.0134, -0.0091], [0.0173, -0.0015, -0.0065], [-0.0523, 0.0571, 0.5152], [-1.1043, 0.1861, -1.0912], [0.0089, -0.0654, -0.1641], [0.2078, -0.1262, 0.0341], [0.0575, -0.1343, -0.1910], [-0.0396, 0.0527, 0.0303], [-0.0415, 0.0699, 0.0670], [-0.1039, 0.0349, 0.1230], [-0.1906, 0.0859, -0.3350], [-0.1190, -0.0713, -0.0047], [0.0682, 0.0437, 0.0035], [-0.0122, -0.0014, 0.0539], [-0.0095, 0.0131, -0.0016], [0.0000, 0.0056, 0.0444], [0.0191, -0.0195, -0.0342], [0.0538, 0.0085, 0.0638], [-0.0859, 0.0803, -0.0041], [0.0336, 0.0012, -0.0376], [0.0037, -0.0365, 0.0364], [-0.0031, 0.0529, 0.0116], [0.0190, -0.0486, -0.0639], [0.0233, -0.0225, -0.0213], [0.0052, -0.0077, -0.0146], [0.0181, -0.0059, 0.0182], [-0.0202, 0.0100, 0.0060], [-0.0097, -0.0282, 0.0204], [0.0054, 0.0095, 0.0194], [-0.0011, -0.0020, 0.0223], [-0.0041, 0.0018, 0.0079], [-0.0097, -0.0075, -0.0238], [0.0052, -0.0089, -0.0448], [-0.0087, 0.0300, 0.0017], [0.0023, 0.0235, -0.0152], [0.0044, 0.0154, -0.0123], [-0.0236, 0.0726, 0.0150]]}

***

Record 2
{"formula": "C13H28BrN5O4P2Sc", "method": "the ωB97M-V functional and the def2-TZVPD basis", "homo_energy_ev": -18.04, "max_force_ev_per_a": 0.69, "mol_weight_g_mol": 505.21, "relative_energy_ev": 0.0000, "charge": 3, "elements": ["Sc", "C", "N", "C", "P", "O", "O", "P", "O", "N", "C", "C", "N", "C", "C", "N", "C", "C", "H", "H", "H", "H", "H", "H", "H", "H", "H", "H", "H", "H", "H", "H", "H", "H", "H", "H", "H", "H", "H", "H", "H", "H", "O", "C", "C", "C", "N", "C", "Br", "C", "H", "H", "H", "H"], "positions_angstrom": [[1.4373, -0.5665, 0.1373], [-3.1241, -2.0784, -2.2800], [-1.9368, -2.3048, -1.4214], [-1.5552, -3.7318, -1.2824], [-1.5945, -1.2609, -0.2602], [-0.2141, -1.5714, 0.3473], [-1.4676, 0.1791, -1.0609], [-0.1466, 0.9534, -1.4540], [1.0198, 0.0049, -1.7165], [0.4153, 1.5279, 0.0801], [-0.6052, 2.0894, 1.0089], [1.5203, 2.5233, -0.1247], [-0.5041, 1.9615, -2.6148], [-1.8150, 2.6465, -2.7234], [0.5347, 2.4195, -3.5749], [-2.6158, -0.8820, 0.9256], [-3.9414, -0.3054, 0.6009], [-2.6176, -1.7013, 2.1638], [-4.0073, -2.5638, -1.8659], [-2.9153, -2.5054, -3.2585], [-3.3174, -1.0156, -2.4090], [-2.3867, -4.3200, -0.8964], [-0.7012, -3.8417, -0.6204], [-1.2847, -4.1060, -2.2672], [-1.4216, 1.3863, 1.1480], [-0.9894, 3.0350, 0.6239], [-0.1328, 2.2793, 1.9706], [2.2823, 2.1393, -0.8042], [1.9791, 2.7398, 0.8375], [1.1245, 3.4528, -0.5345], [-2.5141, 2.2751, -1.9787], [-2.2221, 2.4598, -3.7154], [-1.6806, 3.7185, -2.5880], [1.4224, 1.7956, -3.5111], [0.7929, 3.4595, -3.3833], [0.1279, 2.3310, -4.5802], [-3.8906, 0.3152, -0.2918], [-4.2526, 0.3202, 1.4356], [-4.6878, -1.0863, 0.4556], [-1.6451, -2.1549, 2.3350], [-3.3725, -2.4859, 2.1107], [-2.8526, -1.0485, 3.0026], [6.4362, -0.8064, 3.7786], [5.2975, -0.6265, 3.1655], [4.2478, 0.1865, 3.6283], [3.1101, 0.2931, 2.8801], [2.9310, -0.3542, 1.7009], [3.9550, -1.1326, 1.3070], [3.5958, -2.0694, -0.3461], [5.1316, -1.3189, 1.9458], [6.5218, -0.3297, 4.6211], [4.3227, 0.7249, 4.5641], [2.2910, 0.9139, 3.2190], [5.9155, -1.9629, 1.5702]], "forces_ev_per_angstrom": [[0.3309, -0.2637, 0.5471], [0.0853, -0.0721, -0.0519], [-0.1120, -0.2166, -0.0129], [-0.0194, 0.0062, -0.0874], [0.0492, 0.3625, -0.1002], [-0.2383, 0.0902, 0.0909], [-0.0516, -0.1468, 0.0790], [-0.1744, 0.0592, -0.0238], [-0.1716, 0.2059, -0.5029], [-0.1969, -0.0046, -0.2727], [0.0325, -0.0161, 0.0590], [0.0033, -0.0040, 0.1010], [0.0907, 0.1675, -0.0408], [0.0298, 0.0195, -0.0614], [-0.0630, -0.0062, -0.0702], [-0.1450, -0.0792, 0.1127], [0.0193, 0.0213, 0.0552], [-0.0740, 0.0171, 0.0045], [-0.0019, -0.0076, 0.0276], [0.0111, -0.0011, -0.0188], [0.0166, 0.0168, 0.0238], [-0.0332, 0.0150, 0.0138], [0.0144, 0.0253, 0.0179], [0.0006, 0.0040, -0.0279], [0.0068, -0.0250, 0.0078], [-0.0096, 0.0141, -0.0064], [0.0141, 0.0209, 0.0045], [-0.0019, -0.0343, -0.0298], [-0.0082, -0.0037, 0.0282], [-0.0161, 0.0206, -0.0094], [0.0170, -0.0185, 0.0160], [0.0110, -0.0143, -0.0022], [0.0194, -0.0004, 0.0087], [-0.0073, -0.0183, 0.0368], [-0.0202, 0.0134, 0.0288], [-0.0218, -0.0142, 0.0017], [0.0217, -0.0077, -0.0003], [0.0063, 0.0061, 0.0118], [0.0063, -0.0230, -0.0063], [0.0242, 0.0207, -0.0298], [-0.0068, -0.0022, -0.0320], [-0.0043, 0.0176, -0.0100], [0.0112, 0.0402, 0.0965], [0.0457, -0.0214, -0.0086], [0.0113, 0.0271, 0.0621], [-0.0948, 0.0746, -0.0099], [0.2965, -0.0614, 0.0689], [-0.1251, -0.1054, -0.1523], [0.2608, -0.0318, 0.0368], [0.1691, -0.0298, 0.1015], [-0.0163, -0.0300, -0.0721], [0.0345, -0.0102, -0.0046], [-0.0103, -0.0061, -0.0078], [-0.0156, 0.0099, 0.0096]]}